[1]
DFT (ωB97M-V/def2-TZVPD) results for a cluster of 9 separate species, C23H59Cl8NO17P4 in total.

The geometry in XYZ format:
```
112
Properties=species:S:1:pos:R:3
Cl -0.023 7.449 -6.280
Cl -2.656 -0.039 0.246
Cl -1.561 6.241 2.457
Cl -6.442 -2.900 7.360
Cl -3.051 6.420 -5.839
Cl -1.340 3.950 6.068
Cl -0.788 -2.407 1.488
Cl -4.092 -6.374 6.365
P -1.548 -10.451 -0.417
P 5.453 4.366 1.846
P -11.958 3.396 1.070
P 6.981 3.613 -5.978
O -1.720 -8.893 -0.826
O 6.589 3.211 1.666
O 6.617 4.205 -7.408
O 7.246 4.958 -5.168
O 4.390 3.758 2.914
O -10.415 3.077 1.518
O -12.055 3.667 -0.356
O 8.145 2.627 -5.786
O 5.491 3.088 -5.493
O -12.359 4.538 2.098
O -2.612 -11.043 0.414
O -12.756 2.019 1.559
O 5.253 -5.473 -1.850
O 6.185 5.609 2.652
O -0.010 -10.574 0.125
O -1.496 -11.160 -1.847
O 4.839 4.838 0.591
N 6.419 -6.032 -0.099
C -0.231 -0.870 0.718
C 6.017 3.428 -8.366
C -1.175 5.257 4.942
C -5.359 -5.279 6.932
C -5.135 -3.817 6.597
C 6.077 -6.216 -1.354
C -12.719 1.477 2.882
C 6.599 -7.452 -2.070
C -0.737 -8.191 -1.602
C 5.440 2.132 -4.550
C -1.961 4.949 3.599
C -12.309 5.902 1.724
C -1.883 -12.541 -2.031
C -0.621 6.863 -4.741
C -1.643 5.716 -4.958
C 6.025 -4.856 0.687
C 0.592 -11.874 0.445
C 6.217 5.892 -5.036
C 5.813 6.938 2.721
C 7.824 3.688 1.155
C 4.736 3.494 4.262
C -9.582 4.152 1.739
C -1.062 -0.455 -0.415
H 5.343 5.493 -5.551
H 7.490 -7.280 -2.674
H -11.758 1.880 3.200
H 5.426 2.634 -7.910
H -12.631 0.394 2.964
H 6.475 6.781 -5.611
H 0.799 -1.019 0.394
H -0.333 -0.079 1.462
H -6.295 -5.625 6.492
H 5.660 7.387 1.739
H -0.639 0.384 -0.967
H -0.243 -8.983 -2.165
H -3.042 5.084 3.602
H 8.235 4.386 1.884
H -1.080 7.698 -4.212
H 6.557 7.508 3.278
H -9.629 4.497 2.772
H -0.119 5.374 4.700
H 6.887 -8.243 -1.378
H 0.379 -12.654 -0.286
H -13.456 1.893 3.570
H -11.643 6.483 2.362
H -1.091 -13.281 -2.149
H -13.254 6.395 1.953
H -1.268 -1.272 -1.106
H -5.451 -5.355 8.015
H -1.698 3.952 3.246
H 5.793 -7.701 -2.761
H 4.505 4.336 4.915
H -1.030 -7.419 -2.313
H 5.710 -4.029 0.051
H 5.123 -5.149 1.226
H -4.156 -3.638 7.041
H -12.175 6.017 0.648
H 7.044 -6.713 0.308
H 5.946 2.427 -3.631
H 4.870 7.047 3.257
H 4.352 2.572 4.697
H -2.598 -12.849 -1.268
H 8.577 2.932 0.932
H 5.393 4.164 -8.873
H -1.374 6.230 5.391
H 6.818 -4.526 1.358
H -4.924 -3.396 5.614
H 0.095 -7.802 -1.016
H 6.081 6.081 -3.971
H 6.923 3.151 -8.905
H 0.142 -12.315 1.334
H 0.272 6.665 -4.147
H -8.582 3.719 1.704
H 5.861 1.186 -4.891
H 5.813 3.326 4.248
H -2.509 -12.518 -2.923
H 4.371 2.028 -4.368
H 1.632 -11.682 0.711
H 7.634 4.260 0.247
H -1.210 4.931 -5.576
H -1.932 5.319 -3.985
H -9.736 4.894 0.956
```

## Properties
LUMO energy = 0.08 eV
SMILES string = COP(=O)(OC)OC.COP(=O)(OC)OC.COP(=O)(OC)OC.COP(=O)(OC)OC.CNC(C)=O.ClCCCl.ClCCCl.ClCCCl.ClCCCl
Frontier orbital gap = 0.35748 hartree
Total charge = 0
E_HOMO = -9.6 eV

[2]
DFT (ωB97M-V/def2-TZVPD) results for a structure of composition C23H59N5NaO9.

The geometry in XYZ format:
```
97
Properties=species:S:1:pos:R:3
Na 1.527 0.521 1.298
O 0.809 5.662 5.892
O -7.203 -3.885 2.993
O 5.502 0.909 -6.391
O 2.098 -0.835 6.554
O 2.986 0.073 9.833
O 3.527 -7.524 2.573
O -2.527 -1.244 -2.668
O -2.413 8.115 -4.477
O -0.293 4.749 2.711
N 4.902 0.236 -2.790
N 0.025 5.529 -3.336
N -5.588 -1.983 4.391
N 5.125 -4.234 2.612
N -4.470 -0.529 -3.531
C 5.917 -5.983 3.884
C -1.905 6.864 -4.017
C 0.494 6.391 4.704
C 5.328 -1.529 -4.348
C -3.313 -0.384 -2.922
C -0.329 6.805 -3.868
C 3.739 -6.153 2.658
C -3.815 8.289 -4.227
C 0.492 7.134 -5.167
C -4.317 -3.320 2.822
C 5.178 -5.691 2.582
C -8.265 -4.465 2.278
C 1.940 -1.410 7.866
C 5.426 -0.032 -4.087
C -6.735 -2.685 2.375
C 4.771 0.834 -5.204
C 5.180 2.013 -7.172
C 2.140 -7.893 2.226
C 2.890 -1.225 9.184
C 0.565 5.731 3.257
C -5.396 -2.275 2.993
C -5.351 0.553 -3.763
C -4.979 -1.813 -4.063
H -4.299 -3.709 1.804
H 6.482 0.239 -4.108
H 4.107 2.012 -7.365
H -0.224 5.517 -2.358
H -4.327 7.327 -4.257
H 1.391 -7.820 3.015
H -4.399 -2.716 -3.874
H 0.649 6.576 2.575
H -5.988 -2.043 -3.720
H -5.085 1.486 -3.266
H 0.998 5.281 -3.447
H -3.345 -2.889 3.059
H 4.423 -3.912 3.263
H -3.790 8.705 -3.220
H -4.588 -4.254 3.314
H 1.532 6.953 -4.894
H 5.999 -3.933 3.019
H 5.735 -2.244 -3.632
H -6.333 0.312 -3.354
H 1.545 5.297 3.056
H 5.454 2.988 -6.769
H 5.734 -1.897 -5.290
H -0.550 6.650 4.875
H -4.090 9.123 -4.872
H 3.355 -5.742 3.592
H -7.489 -1.913 2.526
H -3.165 0.656 -2.595
H -5.499 -2.884 4.838
H 6.006 -7.038 4.143
H 6.951 -5.637 3.911
H -9.139 -3.815 2.319
H 3.790 0.415 -5.429
H 1.011 7.350 4.751
H -5.635 0.681 -4.807
H -6.556 -1.773 4.586
H -2.273 6.121 -4.725
H 2.596 -1.910 9.979
H 5.097 -0.557 -2.196
H -2.311 6.701 -3.019
H 0.337 8.192 -5.379
H -8.680 -5.391 2.677
H 4.268 -1.763 -4.446
H 5.736 1.870 -8.099
H 2.278 -8.919 1.884
H 1.744 -7.263 1.430
H 0.035 7.549 -3.159
H -4.969 -1.882 -5.150
H 3.888 -1.605 8.965
H 4.677 1.837 -4.785
H 5.436 0.950 -2.315
H -6.586 -2.704 1.295
H 0.181 6.702 -6.118
H 0.985 -1.064 8.261
H 3.290 -5.605 1.831
H -8.053 -4.603 1.218
H 5.784 -6.048 1.749
H 5.502 -5.472 4.752
H 1.866 -2.492 7.762
H -5.149 -1.313 2.543
```

## Properties
LUMO energy = 4.05 eV
Frontier orbital gap = 0.05178 hartree
Total charge = -3
E_HOMO = 2.6 eV

[3]
DFT (ωB97M-V/def2-TZVPD) results for a cluster of 8 separate species, C23H61NO15 in total.

The geometry in XYZ format:
```
100
Properties=species:S:1:pos:R:3
O 17.953 10.105 26.788
O 17.595 13.129 26.576
O 12.720 12.498 25.630
O 18.063 6.655 15.424
O 17.370 7.514 18.169
O 12.556 6.800 21.847
O 16.486 15.205 21.891
O 9.862 5.779 25.548
O 15.419 9.056 28.371
O 10.626 10.954 24.350
O 12.417 9.486 20.504
O 13.844 9.893 25.577
O 14.665 8.458 23.158
O 12.449 6.579 25.026
O 15.062 8.504 20.269
N 17.870 15.143 21.690
C 18.261 15.150 24.155
C 13.826 8.887 26.614
C 12.222 12.838 24.341
C 12.149 5.183 24.948
C 19.760 13.565 21.076
C 16.377 7.157 17.169
C 15.941 9.108 21.199
C 17.238 10.886 25.795
C 11.454 7.716 21.800
C 18.264 17.236 22.815
C 10.940 4.859 25.808
C 11.437 8.459 20.485
C 18.654 15.763 22.807
C 17.726 12.594 21.990
C 11.595 11.683 23.578
C 18.251 13.801 21.170
C 15.166 8.437 27.123
C 16.876 7.324 15.778
C 16.625 12.092 26.493
C 20.562 14.132 22.271
C 15.133 9.604 22.401
C 20.163 15.586 22.580
C 17.764 13.768 19.697
H 12.044 12.634 26.295
H 18.503 14.090 24.149
H 13.611 10.744 25.976
H 10.512 9.020 20.331
H 18.253 12.536 22.944
H 17.175 17.288 22.830
H 21.592 13.899 21.997
H 16.687 12.702 22.308
H 15.995 8.494 26.411
H 18.874 15.624 24.927
H 19.994 12.503 21.017
H 11.481 13.614 24.552
H 18.660 10.733 26.988
H 17.972 11.246 25.063
H 11.310 5.126 26.806
H 12.967 13.288 23.681
H 18.781 7.278 15.572
H 16.761 13.330 19.720
H 16.765 8.331 15.353
H 18.648 17.713 23.716
H 11.128 12.059 22.665
H 16.344 11.792 27.503
H 15.743 12.372 25.911
H 16.337 9.343 28.431
H 10.619 3.826 25.728
H 15.563 7.839 17.418
H 15.587 8.046 19.604
H 18.590 17.736 21.902
H 16.635 8.362 21.591
H 13.396 7.966 26.198
H 17.631 14.777 19.308
H 13.309 9.117 20.555
H 11.597 7.832 19.603
H 20.396 13.607 23.217
H 20.637 16.071 23.431
H 16.621 10.233 25.182
H 12.295 10.889 23.305
H 13.055 9.075 27.360
H 10.508 7.173 21.848
H 10.376 6.587 25.397
H 16.082 6.143 17.451
H 20.352 16.142 21.655
H 16.407 9.975 20.726
H 14.331 10.306 22.164
H 16.160 15.722 21.147
H 14.312 8.841 23.974
H 15.807 10.210 23.013
H 11.016 10.093 24.514
H 17.933 11.721 21.375
H 12.953 6.804 24.233
H 13.001 4.603 25.314
H 20.167 14.046 20.184
H 11.549 8.361 22.676
H 15.195 7.341 27.207
H 17.726 13.459 27.466
H 17.978 6.775 18.256
H 18.394 13.239 18.984
H 13.367 7.325 21.783
H 11.990 4.878 23.911
H 17.234 15.303 24.481
H 16.020 7.016 15.152
```

## Properties
LUMO energy = 0.34 eV
SMILES string = CC1(C)CCCC(C)(C)N1O.OCCO.OCCO.OCCO.OCCO.OCCO.OCCO.OCCO
Frontier orbital gap = 0.32049 hartree
Total charge = 0
E_HOMO = -8.4 eV

[4]
DFT (ωB97M-V/def2-TZVPD) results for a cluster of 8 separate species, C23H61NO8 in total.

The geometry in XYZ format:
```
93
Properties=species:S:1:pos:R:3
O -6.904 -26.604 21.238
O -11.677 -26.999 21.216
O -10.598 -21.101 19.837
O -8.680 -27.788 13.836
O -5.300 -23.817 15.264
O -0.163 -25.944 15.741
O -7.530 -24.205 16.981
O -5.502 -26.660 14.988
N -8.767 -25.917 15.053
C -1.060 -24.859 16.043
C -7.281 -24.094 18.385
C -3.493 -27.334 13.805
C -7.624 -22.686 18.840
C -5.197 -21.765 14.168
C -6.166 -26.107 22.361
C -6.082 -22.972 14.386
C -6.292 -23.773 13.086
C -12.615 -26.802 18.987
C -10.784 -23.349 20.708
C -6.449 -24.610 22.561
C -5.818 -24.442 18.664
C -11.501 -22.054 20.406
C -5.011 -27.403 13.874
C -12.083 -21.402 21.661
C -0.253 -23.622 16.437
C -8.044 -28.010 16.124
C -4.698 -26.388 22.059
C -5.540 -28.849 13.903
C -8.493 -27.233 14.915
C -10.203 -27.175 19.406
C -11.590 -27.525 19.884
C -2.071 -25.280 17.094
H -12.629 -20.530 21.297
H -12.612 -26.896 21.416
H -0.959 -22.816 16.665
H -6.245 -24.033 21.659
H -6.770 -23.806 16.522
H -11.275 -21.055 22.305
H -5.225 -27.068 15.816
H -10.091 -23.233 21.555
H -2.881 -24.545 17.069
H -5.658 -20.905 13.679
H -6.665 -24.775 13.306
H -12.351 -25.750 18.874
H 0.279 -23.841 17.365
H -6.460 -26.602 23.292
H -4.789 -29.473 13.408
H -2.984 -28.117 14.368
H -5.515 -24.759 15.171
H -12.735 -22.032 22.267
H -10.020 -26.104 19.514
H -10.027 -27.405 18.356
H -1.548 -24.690 15.080
H -11.461 -24.117 21.098
H -5.368 -26.858 12.999
H -8.559 -25.348 15.868
H -8.475 -22.279 18.268
H -7.897 -24.845 18.884
H 0.460 -26.019 16.472
H -5.294 -23.927 12.670
H -7.787 -27.445 17.022
H -7.666 -26.032 21.099
H -4.109 -26.035 22.911
H -7.532 -24.500 22.695
H -4.332 -25.843 21.190
H -9.057 -25.459 14.206
H -5.625 -24.687 19.703
H -9.775 -21.113 20.336
H -13.636 -26.841 19.377
H -9.459 -27.658 20.046
H -8.902 -28.612 16.433
H -7.212 -28.664 15.882
H -3.100 -27.394 12.785
H -6.454 -28.934 13.320
H -4.865 -21.391 15.139
H -10.234 -23.806 19.886
H -4.575 -27.459 21.915
H -5.650 -25.374 18.109
H -2.484 -26.250 16.811
H -12.256 -22.293 19.656
H -5.139 -23.711 18.227
H -5.654 -29.224 14.918
H -7.031 -22.705 14.860
H -11.876 -28.580 19.841
H -6.933 -23.255 12.374
H 0.371 -23.272 15.620
H -6.907 -21.885 18.649
H -3.162 -26.330 14.089
H -1.712 -25.377 18.120
H -4.337 -22.074 13.576
H -8.108 -22.601 19.818
H -12.627 -27.313 18.021
H -5.906 -24.301 23.451
```

## Properties
LUMO energy = 0.61 eV
SMILES string = CC(N)=O.CC(C)O.CC(C)O.CC(C)O.CC(C)O.CC(C)O.CC(C)O.CC(C)O
Frontier orbital gap = 0.36632 hartree
Total charge = 0
E_HOMO = -9.4 eV